Below is 2 unconnected molecules or ions with the total composition C3H11ClN2Si, with properties calculated with ωB97M-V/def2-TZVPD.

Atoms and positions in Å:
C (-0.04, 0.80, -1.42)
Si (-0.55, -0.30, 0.01)
C (-2.26, -1.01, -0.55)
C (-0.50, 0.73, 1.59)
Cl (0.55, -2.08, -0.12)
H (0.35, 0.31, -2.26)
H (-0.95, 1.22, -1.74)
H (0.67, 1.58, -1.20)
H (-2.45, -2.09, -0.19)
H (-3.05, -0.41, -0.20)
H (-2.21, -0.96, -1.59)
H (-1.29, 0.52, 2.18)
H (0.42, 0.66, 2.30)
H (-0.58, 1.82, 1.33)
H (2.53, -0.50, 1.58)
N (2.47, 0.22, 0.78)
N (3.18, 0.16, -0.17)
H (3.71, -0.67, -0.33)

## Properties
HOMO ... -0.328 Ha
Frontier orbital gap ... 9.678 eV
Total charge ... 0
Structure (SMILES) ... C[Si](C)(C)Cl.[H]/N=N\[H]
Largest force on an atom ... 0.0820 Eh/bohr
LUMO ... 0.7443 eV
Multiplicity ... 1

***

Below is 2 unconnected molecules or ions with the total composition C5H11O4PS, with properties calculated with ωB97M-V/def2-TZVPD.

Atoms and positions in Å:
C (-1.59, 1.05, -1.50)
C (-1.93, 0.13, -0.44)
C (-3.25, -1.25, 0.98)
C (1.96, -2.06, -0.07)
C (2.46, 2.02, -0.26)
O (1.33, 1.02, 2.15)
O (-2.44, -1.02, -0.29)
O (2.21, -0.99, 0.84)
O (1.41, 1.09, -0.44)
P (1.00, 0.20, 0.98)
S (-2.32, 1.73, 0.03)
H (-0.58, 1.35, -1.66)
H (-2.16, 1.08, -2.54)
H (-4.31, -1.06, 0.67)
H (-2.72, -0.57, 1.74)
H (-3.02, -2.34, 1.21)
H (1.89, -2.97, 0.59)
H (2.75, -2.40, -0.73)
H (1.02, -1.70, -0.54)
H (2.47, 2.83, -1.08)
H (3.34, 1.40, -0.38)
H (2.50, 2.46, 0.74)

## Properties
HOMO (alpha / beta) ... -0.266 / -0.278 Ha
Frontier orbital gap (alpha / beta) ... 5.669 / 6.340 eV
Total charge ... 0
Largest force on an atom ... 0.0627 Eh/bohr
LUMO (alpha / beta) ... -1.5709 / -1.2365 eV
Multiplicity ... 1

***

Below is C6H12N2O4S in the gas phase, with properties calculated with ωB97M-V/def2-TZVPD.

Atoms and positions in Å:
N (3.04, -1.22, -0.50)
C (2.02, -0.60, 0.42)
C (2.33, 0.84, 0.29)
O (1.99, 1.39, -1.00)
C (0.70, -0.88, -0.08)
O (0.48, -1.52, -1.02)
N (-0.37, -0.65, 0.86)
C (-1.69, -0.17, 0.28)
C (-3.14, -0.43, 0.83)
S (-4.26, -0.83, -0.79)
C (-1.79, 1.43, -0.07)
O (-2.82, 1.99, 0.00)
O (-0.74, 1.99, -0.72)
H (2.98, -2.25, -0.47)
H (2.45, -1.16, -1.42)
H (2.12, -0.91, 1.45)
H (1.84, 1.42, 1.03)
H (3.43, 1.02, 0.83)
H (2.77, 2.17, -1.17)
H (0.17, 0.34, 1.40)
H (-1.42, -0.66, -0.63)
H (-3.56, 0.46, 1.44)
H (-3.21, -1.38, 1.77)
H (-3.31, -1.88, -1.54)
H (0.00, 1.51, -1.21)

## Properties
HOMO ... -0.335 Ha
Frontier orbital gap ... 9.199 eV
Total charge ... 0
Structure (SMILES) ... N[C@@H](CO)C(=O)N[C@@H](CS)C(=O)O
Largest force on an atom ... 0.1442 Eh/bohr
LUMO ... 0.0847 eV
Multiplicity ... 1

***

Below is C3H5Cl2F in the gas phase, with properties calculated with ωB97M-V/def2-TZVPD.

Atoms and positions in Å:
C (-1.07, -0.17, -0.76)
C (-0.23, -0.24, 0.53)
C (1.12, 0.21, 0.26)
F (1.53, 0.37, 1.58)
Cl (2.22, -0.88, -0.61)
Cl (1.39, 1.75, -0.54)
H (-1.99, -0.89, -0.30)
H (-0.66, -0.75, -1.65)
H (-1.50, 0.98, -1.03)
H (-0.22, -0.95, 1.34)
H (-0.61, 0.57, 1.17)

## Properties
HOMO ... -0.402 Ha
Frontier orbital gap ... 11.678 eV
Total charge ... 0
Structure (SMILES) ... CCC(F)(Cl)Cl
Largest force on an atom ... 0.0867 Eh/bohr
LUMO ... 0.7350 eV
Multiplicity ... 1

***

Below is 2 unconnected molecules or ions with the total composition C4H13NOS, with properties calculated with ωB97M-V/def2-TZVPD.

Atoms and positions in Å:
C (2.81, 1.71, 2.11)
S (1.90, 0.06, 2.78)
C (1.47, -0.36, 1.17)
C (0.22, 0.16, 0.31)
C (-0.65, -1.06, 0.03)
N (-1.78, -0.63, -0.85)
H (3.60, 1.38, 1.50)
H (1.88, 2.26, 1.66)
H (3.18, 2.32, 2.95)
H (2.26, -0.25, 0.41)
H (1.26, -1.48, 1.18)
H (-0.20, 1.04, 0.84)
H (0.70, 0.44, -0.58)
H (-1.09, -1.63, 0.94)
H (-0.28, -1.98, -0.45)
H (-2.68, -0.80, -0.26)
H (-1.74, -1.27, -1.68)
O (-3.80, -0.22, -4.03)
H (-3.88, 0.45, -3.30)
H (-3.19, -0.13, -4.73)

## Properties
HOMO ... -0.310 Ha
Frontier orbital gap ... 9.311 eV
Total charge ... 0
Structure (SMILES) ... CSCCCN.O
Largest force on an atom ... 0.0859 Eh/bohr
LUMO ... 0.8665 eV
Multiplicity ... 1

***

Below is a molecular structure, C2H3ClO2S, with properties calculated with ωB97M-V/def2-TZVPD.

Atoms and positions in Å:
C (1.00, -0.19, -1.11)
C (0.74, 0.41, 0.12)
O (-1.84, -0.09, 2.04)
O (-2.26, -0.08, -0.38)
S (-1.43, -0.49, 0.72)
Cl (1.43, 0.16, 1.75)
H (0.68, 0.06, -2.07)
H (1.41, -1.17, -1.09)
H (0.26, 1.39, 0.03)

## Properties
HOMO ... -0.369 Ha
Frontier orbital gap ... 8.676 eV
Total charge ... 0
Largest force on an atom ... 0.0929 Eh/bohr
LUMO ... -1.3628 eV
Multiplicity ... 1

***

Below is a gas-phase ion, C5H12N2O (charge +1), with properties calculated with ωB97M-V/def2-TZVPD.

Atoms and positions in Å:
C (-1.22, 1.19, -0.07)
C (-1.93, 1.95, -1.16)
C (-0.93, -0.20, -0.63)
N (-0.26, -1.04, 0.19)
C (0.49, -0.58, 1.34)
C (1.90, 0.04, 0.92)
N (2.99, -1.00, 0.87)
O (-1.43, -0.68, -1.62)
H (-0.34, 1.79, 0.16)
H (-1.81, 1.07, 0.82)
H (-2.37, 2.91, -0.80)
H (-1.37, 2.21, -2.06)
H (-2.85, 1.45, -1.62)
H (-0.22, -2.09, 0.07)
H (0.00, 0.16, 2.02)
H (0.68, -1.46, 1.97)
H (2.14, 0.89, 1.67)
H (1.71, 0.33, -0.08)
H (2.99, -1.45, 0.00)
H (3.89, -0.57, 0.94)

## Properties
HOMO (alpha / beta) ... -0.551 / -0.521 Ha
Frontier orbital gap (alpha / beta) ... 11.922 / 5.264 eV
Total charge ... +1
Largest force on an atom ... 0.0858 Eh/bohr
LUMO (alpha / beta) ... -3.0825 / -8.9107 eV
Expectation value of S² ... 0.7670
Multiplicity ... 2

***

Below is C4H7NO in the gas phase, with properties calculated with ωB97M-V/def2-TZVPD.

Atoms and positions in Å:
C (1.86, -0.13, 0.04)
C (0.58, -0.28, 0.76)
N (0.01, 0.83, 1.06)
C (-0.99, 0.82, 0.02)
C (-1.45, -0.63, -0.09)
O (-0.20, -1.28, 0.22)
H (2.52, 0.60, 0.49)
H (1.30, 0.36, -0.85)
H (2.33, -1.04, -0.33)
H (-1.73, 1.62, 0.08)
H (-0.29, 0.96, -0.91)
H (-1.72, -0.89, -1.11)
H (-2.23, -0.94, 0.61)

## Properties
HOMO ... -0.328 Ha
Frontier orbital gap ... 9.797 eV
Total charge ... 0
Structure (SMILES) ... CC1=NCCO1
Largest force on an atom ... 0.0348 Eh/bohr
LUMO ... 0.8610 eV
Multiplicity ... 1

***

It is found that the ΔE to the lowest compared entry with this formula, charge and spin values, taken in the order of the records, are 3.195 3.199 6.236 1.694 2.590 1.749 1.516 3.136 eV.